{"formula": "C30H32CrN3O3P", "method": "ωB97M-V with the def2-TZVPD basis set", "symbols": ["Cr", "N", "P", "C", "C", "C", "C", "C", "C", "C", "C", "C", "C", "C", "C", "C", "C", "C", "C", "C", "N", "H", "H", "H", "H", "H", "H", "H", "H", "H", "H", "H", "H", "H", "H", "H", "O", "C", "O", "C", "N", "C", "C", "C", "H", "H", "H", "H", "H", "H", "H", "H", "H", "C", "C", "O", "C", "C", "C", "C", "C", "C", "H", "H", "H", "H", "H", "H", "H", "H"], "coordinates": [[-0.174, 0.448, 0.494], [2.313, -0.616, 2.264], [0.620, -0.704, 2.406], [0.284, -2.482, 2.598], [1.064, -3.418, 1.926], [0.760, -4.764, 2.017], [-0.335, -5.183, 2.758], [-1.121, -4.250, 3.420], [-0.818, -2.903, 3.336], [0.350, -0.034, 4.060], [0.985, -0.591, 5.167], [0.802, -0.025, 6.415], [-0.024, 1.081, 6.565], [-0.676, 1.620, 5.465], [-0.486, 1.067, 4.211], [2.883, -0.322, 1.047], [4.261, -0.156, 0.892], [4.759, 0.062, -0.375], [3.882, 0.128, -1.454], [2.532, 0.013, -1.209], [2.044, -0.198, 0.015], [2.935, -0.774, 3.049], [1.918, -3.084, 1.352], [1.395, -5.485, 1.523], [-0.571, -6.234, 2.826], [-1.964, -4.576, 4.010], [-1.423, -2.174, 3.855], [1.607, -1.469, 5.052], [1.301, -0.448, 7.274], [-0.162, 1.519, 7.543], [-1.332, 2.468, 5.588], [-0.988, 1.473, 3.342], [4.905, -0.205, 1.754], [5.819, 0.173, -0.532], [4.245, 0.280, -2.454], [1.794, 0.063, -1.998], [-0.258, -1.661, -1.181], [-1.203, -1.833, -0.402], [-1.554, -1.040, 0.498], [-2.003, -3.134, -0.562], [-1.219, -3.986, -1.498], [-2.158, -4.589, -2.494], [-3.544, -4.290, -1.928], [-3.334, -2.925, -1.287], [-2.149, -3.607, 0.411], [-0.673, -4.698, -1.012], [-0.544, -3.274, -1.899], [-1.966, -5.653, -2.608], [-2.024, -4.102, -3.459], [-3.825, -5.021, -1.169], [-4.306, -4.286, -2.701], [-4.130, -2.624, -0.612], [-3.220, -2.157, -2.053], [-2.457, 3.644, -1.004], [-1.423, 2.867, -0.269], [-1.262, 1.642, -0.504], [-0.570, 3.444, 0.768], [0.660, 2.788, 0.994], [1.523, 3.207, 1.990], [1.144, 4.250, 2.828], [-0.070, 4.890, 2.626], [-0.918, 4.515, 1.597], [-2.835, 3.046, -1.829], [-2.056, 4.582, -1.379], [-3.289, 3.878, -0.341], [1.018, 2.066, 0.234], [2.490, 2.734, 2.097], [1.796, 4.571, 3.624], [-0.350, 5.700, 3.281], [-1.853, 5.038, 1.465]], "multiplicity": 5, "e_lumo_ev": [-5.9220, -6.0768], "s2": 6.017, "orbital_gap_ev": [7.66, 7.69], "charge": 2, "homo_energy_ev": [-13.586, -13.767]}

=====

{"formula": "C30H52O14", "method": "ωB97M-V with the def2-TZVPD basis set", "symbols": ["C", "C", "C", "C", "C", "C", "C", "C", "O", "C", "O", "O", "C", "O", "H", "H", "H", "H", "H", "H", "H", "H", "H", "H", "H", "H", "O", "C", "O", "C", "C", "C", "H", "H", "H", "H", "H", "H", "H", "H", "O", "C", "O", "C", "C", "C", "H", "H", "H", "H", "H", "H", "H", "H", "O", "C", "O", "C", "C", "C", "H", "H", "H", "H", "H", "H", "H", "H", "O", "C", "O", "C", "C", "C", "H", "H", "H", "H", "H", "H", "H", "H", "O", "C", "O", "C", "C", "C", "H", "H", "H", "H", "H", "H", "H", "H"], "coordinates": [[0.762, -2.431, -1.461], [0.884, -2.212, -3.091], [2.501, -2.443, -3.451], [0.335, -0.749, -3.615], [-0.538, -0.027, -2.418], [-1.948, -0.440, -2.042], [-2.736, -1.656, -2.809], [-4.013, -2.283, -1.993], [-4.406, -3.533, -2.366], [-2.362, 0.543, -0.797], [-3.336, 0.269, 0.075], [-1.407, 1.658, -0.907], [-0.106, 1.228, -1.447], [1.073, 1.803, -1.194], [1.249, -3.499, -1.245], [1.330, -1.583, -0.868], [-0.352, -2.519, -1.075], [0.277, -3.091, -3.621], [2.883, -1.706, -4.290], [2.616, -3.582, -3.789], [3.157, -2.356, -2.460], [1.285, -0.062, -3.832], [-0.287, -0.915, -4.596], [-1.939, -2.529, -2.955], [-3.094, -1.256, -3.860], [-4.637, -1.713, -1.152], [-5.655, -8.016, 0.340], [-6.199, -6.919, 0.264], [-7.123, -6.548, 1.181], [-7.677, -5.224, 1.295], [-8.853, -5.047, 0.354], [-5.921, -6.002, -0.893], [-6.906, -4.461, 1.156], [-8.027, -5.125, 2.329], [-8.551, -5.151, -0.691], [-9.309, -4.061, 0.488], [-9.612, -5.814, 0.542], [-6.550, -6.290, -1.737], [-4.867, -6.108, -1.171], [-6.069, -4.947, -0.665], [-5.466, 3.977, 5.369], [-5.023, 3.743, 4.250], [-4.341, 2.600, 4.009], [-3.946, 2.142, 2.702], [-2.627, 2.764, 2.286], [-5.148, 4.756, 3.147], [-4.742, 2.309, 1.969], [-3.822, 1.056, 2.781], [-2.703, 3.852, 2.207], [-2.302, 2.367, 1.320], [-1.853, 2.554, 3.032], [-4.338, 5.483, 3.236], [-6.110, 5.268, 3.257], [-5.148, 4.323, 2.148], [5.023, -2.614, -0.531], [5.633, -1.554, -0.625], [6.072, -1.121, -1.829], [6.625, 0.185, -2.078], [8.110, 0.212, -1.766], [5.984, -0.759, 0.601], [6.067, 0.958, -1.541], [6.479, 0.383, -3.145], [8.303, 0.006, -0.710], [8.537, 1.188, -2.014], [8.635, -0.559, -2.340], [6.899, -1.162, 1.039], [5.163, -0.854, 1.321], [6.101, 0.309, 0.416], [8.870, 2.041, -4.464], [8.326, 3.137, -4.540], [7.402, 3.508, -3.623], [6.848, 4.832, -3.509], [5.672, 5.009, -4.450], [8.604, 4.055, -5.697], [7.619, 5.596, -3.648], [6.498, 4.931, -2.475], [5.974, 4.905, -5.495], [5.216, 5.995, -4.316], [4.913, 4.242, -4.262], [7.975, 3.766, -6.541], [9.658, 3.948, -5.975], [8.456, 5.110, -5.469], [-0.925, 2.408, 4.538], [-1.289, 1.875, 5.581], [-0.559, 0.878, 6.131], [-0.789, 0.320, 7.438], [-1.842, -0.771, 7.383], [-2.593, 2.254, 6.223], [-1.030, 1.102, 8.164], [0.163, -0.117, 7.759], [-2.808, -0.381, 7.054], [-1.969, -1.234, 8.366], [-1.552, -1.546, 6.664], [-3.402, 1.699, 5.744], [-2.752, 3.328, 6.074], [-2.620, 2.091, 7.300]], "multiplicity": 1, "e_lumo_ev": -1.8745, "smiles": "CC(C)CC1=C(CC=O)C(=O)OC1=O.CCOC(C)=O.CCOC(C)=O.CCOC(C)=O.CCOC(C)=O.CCOC(C)=O", "orbital_gap_ev": 8.01, "charge": 0, "de_lowest_kcal_mol": 188.3, "homo_energy_ev": -9.888}

=====

{"formula": "C3H9N2S", "method": "ωB97M-V with the def2-TZVPD basis set", "symbols": ["C", "C", "C", "N", "N", "S", "H", "H", "H", "H", "H", "H", "H", "H", "H"], "coordinates": [[1.073, -2.435, 1.204], [-1.777, 2.997, -0.296], [-0.663, 2.183, -0.875], [1.176, -3.696, 1.539], [-0.051, -1.758, 1.315], [-0.336, -0.116, 1.078], [1.919, -1.979, 0.748], [-2.348, 2.273, 0.153], [-1.456, 3.682, 0.511], [-2.390, 3.461, -1.075], [0.470, 2.235, -0.679], [-0.947, 1.516, -1.669], [2.046, -4.072, 1.424], [0.514, -4.384, 1.959], [-0.896, -2.208, 1.834]], "multiplicity": 1, "e_lumo_ev": [-6.0912, -4.0920], "orbital_gap_ev": [5.34, 8.58], "charge": 1, "de_lowest_kcal_mol": 88.0, "homo_energy_ev": [-11.434, -12.672]}

=====

{"formula": "C6H12S", "method": "ωB97M-V with the def2-TZVPD basis set", "symbols": ["C", "C", "C", "C", "C", "C", "H", "H", "H", "H", "H", "H", "H", "H", "H", "H", "H", "H", "S"], "coordinates": [[-2.440, -0.736, -0.815], [-1.777, -0.411, 0.448], [-0.888, 0.891, 0.705], [-0.332, 1.956, -0.388], [-0.247, -0.560, 0.883], [0.803, -0.819, -0.152], [-2.885, 0.642, -1.323], [-3.653, -1.849, -0.422], [-1.364, -1.651, -1.810], [-2.078, -0.596, 1.508], [-1.016, 1.638, 1.663], [-1.182, 2.709, -0.608], [-0.106, 1.609, -1.289], [0.668, 2.328, -0.027], [-0.161, -1.243, 1.869], [0.696, -1.875, -0.326], [0.358, -0.866, -1.180], [2.074, 1.119, -0.209], [2.371, -0.243, -0.121]], "multiplicity": 1, "e_lumo_ev": -0.2390, "orbital_gap_ev": 8.57, "charge": 0, "de_lowest_kcal_mol": 238.7, "homo_energy_ev": -8.807}

=====

{"formula": "C5H8", "method": "ωB97M-V with the def2-TZVPD basis set", "symbols": ["C", "C", "C", "C", "C", "H", "H", "H", "H", "H", "H", "H", "H"], "coordinates": [[0.066, -0.387, 1.272], [-1.697, 0.084, -1.156], [-0.478, 0.551, -1.235], [0.782, 0.700, -0.929], [1.228, -0.038, 0.330], [-0.297, -1.406, 1.106], [0.331, -0.277, 2.324], [-1.895, -0.924, -1.507], [-2.487, 0.600, -0.616], [-0.780, 0.276, 1.084], [1.517, 1.236, -1.525], [1.719, -0.962, -0.005], [1.990, 0.545, 0.857]], "multiplicity": 1, "e_lumo_ev": 1.1572, "smiles": "C=C=CCC", "orbital_gap_ev": 10.53, "charge": 0, "de_lowest_kcal_mol": 37.9, "homo_energy_ev": -9.372}

=====

{"formula": "C3H3NO", "method": "ωB97M-V with the def2-TZVPD basis set", "symbols": ["O", "C", "C", "C", "N", "H", "H", "H"], "coordinates": [[0.166, 0.208, -1.748], [-0.711, -0.123, -0.923], [-0.431, -0.203, 0.434], [0.888, 0.284, 0.786], [1.649, 0.306, -0.197], [-1.711, -0.268, -1.264], [-1.052, -0.692, 1.148], [1.208, 0.489, 1.784]], "multiplicity": 1, "e_lumo_ev": [-1.2800, -1.8102], "orbital_gap_ev": [7.57, 7.00], "charge": 0, "de_lowest_kcal_mol": 82.8, "homo_energy_ev": [-8.848, -8.813]}

=====

Number 1: E -2937.8188 a.u.. Number 2: E -2227.3777 a.u.. Number 3: E -627.0298 a.u.. Number 4: E -633.6042 a.u.. Number 5: E -195.2316 a.u.. Number 6: E -245.9597 a.u..